[1]
C2H8NOP | wB97M-V/def2-TZVPD

Each line ends with the natural charge from an NBO analysis.
Positions of all 13 atoms, in Å:
C -0.24276 1.83756 0.23539  -0.620
C 0.55124 0.61141 -0.31573  -0.227
N 0.54099 -0.69370 0.37296  -1.015
O -0.19372 -3.14257 0.84428  -1.084
P -0.24666 -2.07514 -0.10039  1.768
H -0.07969 2.06164 1.32372  0.212
H 0.07704 2.71325 -0.41170  0.220
H -1.30442 1.67109 -0.04121  0.212
H 0.09695 0.54492 -1.34858  0.196
H 1.61970 0.88833 -0.53183  0.189
H 0.64270 -0.47248 1.75348  0.415
H -1.67020 -1.75953 -0.32075  -0.152
H 0.20883 -2.18478 -1.45964  -0.115

Force components x, y, z for each atom (eV/Å):
0.3 -0.1 -0.6
0.5 0.5 -1.5
0.5 2.2 5.1
0.8 -2.7 1.8
-2.1 3.2 -1.9
-0.3 -0.2 -1.1
-0.2 -0.8 1.0
0.4 0.2 0.8
0.5 -0.7 0.9
-0.9 -0.1 0.5
-0.6 -1.3 -5.6
1.1 0.0 -0.1
0.0 -0.2 0.6

Summary:
HOMO-LUMO gap: 10.21 eV
HOMO: -9.73 eV
energy: -15028.4139 eV
molecular weight: 93.1 g/mol



[2]
C2ClF2NO3 | wB97M-V/def2-TZVPD

Each line ends with the natural charge from an NBO analysis.
Positions of all 9 atoms, in Å:
C 0.03245 -1.31922 0.02171  0.814
C 0.54506 0.07056 -0.40219  0.260
N -0.34120 1.30027 -0.05376  0.523
O -0.17404 -2.19461 -0.73531  -0.442
O -1.30709 1.09152 0.59520  -0.310
O 0.12418 2.32570 -0.47907  -0.321
F -0.31620 -1.39130 1.35329  -0.312
F 0.64063 0.24091 -1.78845  -0.296
Cl 2.11608 0.26751 0.31314  0.083

Force components x, y, z for each atom (eV/Å):
-1.9 0.0 0.2
0.7 0.7 -1.7
2.0 -0.3 -0.3
0.5 0.2 0.4
-1.5 0.1 0.7
-0.6 0.1 0.3
1.0 0.3 -1.6
-0.1 -1.3 2.0
0.1 0.1 0.1

Summary:
SMILES: O=C(F)[C@](F)(Cl)[N+](=O)[O-]
HOMO-LUMO gap: 11.33 eV
HOMO: -12.08 eV
energy: -27660.2018 eV
molecular weight: 159.5 g/mol



[3]
C12H27O6 | wB97M-V/def2-TZVPD

Each line ends with the natural charge from an NBO analysis.
Positions of all 45 atoms, in Å:
C 7.16201 0.38388 2.92066  -0.647
C 6.04727 1.03654 2.01268  0.092
O 5.52532 0.09210 1.07205  -0.724
C 4.93971 1.67588 2.94724  -0.087
O 4.25239 0.72394 3.75018  -0.569
C 3.17446 0.11246 3.06305  0.946
O 2.43808 0.71721 2.26566  -0.785
O 2.96960 -1.13654 3.36404  -0.813
H 7.83155 1.20347 3.28641  0.192
H 6.65361 -0.16605 3.75143  0.241
H 7.76363 -0.30211 2.25658  0.205
H 6.49793 1.89012 1.42726  0.139
H 5.70636 0.36457 0.16133  0.468
H 5.50997 2.34092 3.66788  0.157
H 4.25549 2.37835 2.38893  0.200
C -1.37593 -1.91742 -1.12463  -0.643
C -0.05741 -1.95450 -1.87956  -0.057
O 0.79847 -0.87398 -1.57448  -0.553
C 1.22071 -0.76753 -0.21036  -0.069
C 2.01179 -1.96565 0.27610  -0.665
H -1.87217 -0.95390 -1.26424  0.202
H -2.03955 -2.71177 -1.47583  0.197
H -1.22753 -2.05643 -0.05201  0.215
H -0.26444 -1.88889 -2.95166  0.166
H 0.45887 -2.90784 -1.71938  0.158
H 0.36176 -0.57357 0.43870  0.163
H 1.85636 0.11585 -0.15420  0.215
H 1.39314 -2.86815 0.31527  0.173
H 2.39885 -1.78148 1.28295  0.297
H 2.84986 -2.17327 -0.39572  0.188
C -6.92467 -0.56435 -2.07373  -0.645
C -6.86979 0.85282 -2.61862  -0.062
O -6.64080 1.83493 -1.62345  -0.540
C -5.41840 1.73068 -0.90749  -0.065
C -4.18639 1.85414 -1.78636  -0.646
H -7.64880 -0.63562 -1.25934  0.210
H -7.20866 -1.26454 -2.86191  0.211
H -5.95680 -0.88102 -1.67936  0.209
H -7.83550 1.09370 -3.06898  0.180
H -6.12412 0.93750 -3.41655  0.160
H -5.39584 0.80256 -0.32684  0.162
H -5.41745 2.54887 -0.18468  0.187
H -4.09988 1.01207 -2.47685  0.201
H -3.28260 1.87684 -1.17492  0.229
H -4.23042 2.76523 -2.38726  0.209

Force components x, y, z for each atom (eV/Å):
-0.4 0.1 -1.1
0.2 0.8 0.4
0.1 0.0 0.2
0.7 0.9 0.1
0.1 0.5 -1.3
-2.5 -4.4 0.0
1.3 1.3 0.4
1.4 2.8 0.2
-0.6 -0.8 0.0
0.6 0.4 -0.7
-0.6 0.6 0.9
-0.3 -0.6 0.6
-0.1 0.1 0.6
-0.5 -0.7 -0.6
0.4 -1.1 0.4
0.0 0.0 0.2
0.1 0.2 0.0
-0.2 0.1 -0.4
0.3 -0.1 0.2
-0.1 -0.2 0.0
0.0 0.0 -0.1
0.0 0.0 0.0
0.0 0.0 0.0
0.1 0.1 0.0
-0.1 -0.1 0.1
0.0 0.0 0.0
-0.1 0.0 -0.1
0.0 0.0 0.0
-0.1 0.1 0.0
0.0 0.1 0.0
0.2 -0.1 0.1
0.0 -0.1 0.0
-0.2 0.2 0.0
0.2 0.0 0.0
0.0 -0.2 -0.2
0.0 0.0 -0.1
0.0 0.0 0.0
0.0 0.0 -0.1
0.0 0.2 0.1
0.0 -0.1 0.0
0.1 0.0 0.0
-0.2 0.0 -0.1
0.1 0.0 0.1
0.0 0.0 0.0
0.0 0.0 0.1

Summary:
HOMO-LUMO gap: 6.52 eV
HOMO: -4.04 eV
energy: -25167.0961 eV
charge: -1
molecular weight: 267.3 g/mol



Q: Among the records above, which one has the highest energy?
A: C2H8NOP



Q: molecular weight of number 1 (C2H8NOP)?
A: 93.1 g/mol